(1)
Formula: C34H41ClGeI2N3O2RuS2Si
Source: the OMol25 dataset
Level of theory: ωB97M-V/def2-TZVPD

For the HOMO energy (spin up / spin down), the calculation gives -0.2819 / -0.2799 hartree. As for the spin multiplicity: 2. The energy relative to the best compared isomer or geometry (same formula, charge and spin) is 0.0 kcal per mole. The calculation puts the frontier orbital gap (spin up / spin down) at 0.2833 / 0.2532 Eh. The calculation puts the LUMO energy (spin up / spin down) at 0.038 / -0.727 eV. The calculation puts the energy at -161863.193 eV. The molar mass comes out at 1078.9 g/mol. Its largest force on an atom is 1.0 eV/Å.

Geometry (Å):
Ru1 1.792 1.424 -0.798
C1 1.158 7.867 -2.611
Si1 2.578 6.796 -2.017
C2 3.769 7.827 -1.007
C3 3.457 6.061 -3.487
C4 1.828 5.508 -0.854
C5 1.128 5.962 0.259
C6 0.521 5.096 1.168
C7 0.618 3.741 0.940
N1 1.271 3.289 -0.129
C8 1.880 4.116 -1.003
S1 2.636 3.119 -2.207
H1 1.522 8.669 -3.258
H2 0.621 8.327 -1.778
H3 0.439 7.276 -3.184
H4 4.207 8.621 -1.616
H5 4.582 7.208 -0.622
H6 3.274 8.296 -0.154
H7 3.836 6.877 -4.110
H8 2.793 5.448 -4.097
H9 4.302 5.440 -3.188
H10 1.048 7.030 0.436
H11 -0.008 5.467 2.033
H12 0.189 2.988 1.588
I1 -1.307 4.341 -2.303
C9 -2.077 2.376 -2.292
I2 -0.810 0.841 -1.526
H13 -2.323 2.099 -3.310
H14 -2.958 2.373 -1.662
Cl1 3.881 1.495 0.242
S2 2.458 -0.170 -2.551
C10 2.682 -1.607 -1.612
N2 3.390 -1.591 -0.493
C11 3.361 -2.698 0.453
C12 3.314 -4.005 -0.318
C13 2.136 -3.981 -1.277
N3 2.166 -2.748 -2.055
H15 3.631 -0.665 -0.149
H16 2.483 -2.604 1.101
H17 4.252 -2.637 1.075
H18 3.214 -4.846 0.367
H19 4.245 -4.130 -0.874
H20 1.189 -4.030 -0.733
H21 2.173 -4.823 -1.966
H22 1.518 -2.654 -2.822
O1 1.113 0.716 1.091
C14 0.846 -0.531 1.152
O2 0.664 -1.257 0.161
C15 0.753 -1.128 2.544
C16 0.091 -2.500 2.568
Ge1 -1.576 -2.712 1.535
C17 -2.525 -1.061 1.072
C18 -3.481 -1.118 0.055
C19 -4.234 -0.004 -0.289
C20 -4.053 1.193 0.392
C21 -3.122 1.263 1.417
C22 -2.369 0.145 1.752
C23 -2.836 -3.731 2.644
C24 -3.008 -3.356 3.977
C25 -3.924 -4.002 4.795
C26 -4.689 -5.044 4.287
C27 -4.537 -5.426 2.963
C28 -3.619 -4.773 2.150
C29 -1.235 -3.753 -0.088
C30 -0.966 -5.119 0.010
C31 -0.678 -5.879 -1.118
C32 -0.660 -5.280 -2.370
C33 -0.919 -3.920 -2.484
C34 -1.197 -3.165 -1.351
H23 0.253 -0.411 3.196
H24 1.779 -1.184 2.924
H25 -0.092 -2.817 3.597
H26 0.766 -3.239 2.127
H27 -3.645 -2.047 -0.481
H28 -4.970 -0.074 -1.081
H29 -4.647 2.062 0.134
H30 -2.980 2.190 1.960
H31 -1.649 0.234 2.555
H32 -2.421 -2.541 4.391
H33 -4.042 -3.694 5.826
H34 -5.403 -5.553 4.922
H35 -5.135 -6.234 2.560
H36 -3.523 -5.080 1.114
H37 -0.982 -5.606 0.980
H38 -0.475 -6.938 -1.019
H39 -0.447 -5.870 -3.253
H40 -0.910 -3.445 -3.459
H41 -1.374 -2.101 -1.455

---

(2)
Formula: C22H30Cl3N3O3V
Source: the OMol25 dataset
Level of theory: ωB97M-V/def2-TZVPD

For the HOMO energy (spin up / spin down), the calculation gives -0.0415 / -0.1505 hartree. As for the spin multiplicity: 3. The energy relative to the best compared isomer or geometry (same formula, charge and spin) is 9.7 kcal per mole. The calculation puts the frontier orbital gap (spin up / spin down) at 0.1398 / 0.2488 Eh. As for the net charge: -1. The calculation puts the LUMO energy (spin up / spin down) at 2.674 / 2.673 eV. The calculation puts the energy at -97167.266 eV. The molar mass comes out at 541.8 g/mol. Its largest force on an atom is 3.4 eV/Å.

Geometry (Å):
O1 1.439 0.518 -1.275
V1 0.430 0.147 -0.134
C1 2.830 -3.774 -0.105
C2 1.431 -3.353 -0.397
C3 0.443 -4.444 0.062
O2 0.970 -2.047 -0.046
H1 2.842 -4.851 -0.275
H2 3.117 -3.575 0.928
H3 3.574 -3.317 -0.757
H4 1.417 -3.495 -1.477
H5 0.672 -5.387 -0.436
H6 -0.590 -4.201 -0.184
H7 0.564 -4.686 1.118
C4 -1.913 4.080 -0.598
C5 -0.524 3.653 -0.136
C6 -0.209 4.380 1.178
O3 -0.330 2.256 -0.086
H8 -1.829 5.156 -0.749
H9 -2.708 3.791 0.090
H10 -2.254 3.526 -1.472
H11 0.081 4.139 -0.902
H12 -0.393 5.444 1.036
H13 0.867 4.235 1.271
H14 -0.787 4.197 2.085
N1 2.120 0.570 1.403
C7 2.639 1.790 1.600
C8 3.214 2.349 2.729
C9 3.404 1.456 3.786
C10 3.118 0.100 3.572
C11 2.474 -0.302 2.379
H15 2.602 2.472 0.764
H16 3.584 3.345 2.925
H17 3.917 1.742 4.692
H18 3.411 -0.633 4.309
H19 2.165 -1.328 2.242
N2 -1.256 -0.377 1.384
C12 -2.552 0.110 1.257
C13 -3.580 -0.210 2.111
C14 -3.320 -1.159 3.099
C15 -2.117 -1.804 3.202
C16 -1.075 -1.316 2.366
H20 -2.671 0.926 0.559
H21 -4.606 0.128 2.102
H22 -4.149 -1.302 3.777
H23 -1.983 -2.577 3.944
H24 -0.038 -1.606 2.452
N3 -1.154 -0.348 -1.747
C17 -1.952 -1.469 -1.707
C18 -2.971 -1.731 -2.588
C19 -3.243 -0.778 -3.596
C20 -2.458 0.360 -3.690
C21 -1.388 0.484 -2.819
H25 -1.623 -2.162 -0.947
H26 -3.539 -2.645 -2.493
H27 -4.048 -0.900 -4.306
H28 -2.695 1.085 -4.454
H29 -0.723 1.328 -2.925
C22 2.413 0.367 -4.794
Cl1 1.165 -0.957 -4.540
Cl2 1.865 1.825 -3.930
Cl3 2.562 0.711 -6.529
H30 3.350 0.065 -4.325

---

Among the records above, which one has the lowest energy?
C34H41ClGeI2N3O2RuS2Si